[1]
Molecular formula: C6H16
Method: DFT, ωB97M-V with the def2-TZVPD basis set

Geometry as XYZ:
```
22
Properties=species:S:1:pos:R:3:nbo_charge:R:1
C -1.21 -0.29 0.77 -0.60
C 0.09 -0.05 1.39 -0.23
C 0.93 0.98 0.62 -0.62
C -0.13 0.29 2.90 -0.60
H -0.96 -0.64 -0.21 0.21
H -2.00 0.49 0.73 0.21
H -1.66 -1.19 1.29 0.20
H 0.60 -0.98 1.33 0.19
H 0.48 2.01 0.34 0.21
H 1.83 1.15 1.24 0.21
H 1.34 0.68 -0.32 0.21
H -0.02 -0.56 3.47 0.21
H 0.65 1.04 3.12 0.20
H -1.14 0.74 3.08 0.20
C 0.72 -0.91 -2.63 -0.62
C -0.54 -0.14 -2.28 -0.62
H 0.58 -1.54 -3.49 0.21
H 1.39 -0.14 -3.04 0.20
H 1.32 -1.27 -1.84 0.20
H -1.31 -0.86 -1.96 0.21
H -0.63 0.57 -3.17 0.22
H -0.34 0.62 -1.37 0.21
```

Values from the calculation:
Total charge   0
Kohn-Sham gap   0.4302 hartree
LUMO level   0.040 Eh
Strongest force on any atom   3.39 eV Å⁻¹


[2]
Molecular formula: C6H16
Method: DFT, ωB97M-V with the def2-TZVPD basis set

Geometry as XYZ:
```
22
Properties=species:S:1:pos:R:3:nbo_charge:R:1
C 1.61 2.04 0.07 -0.60
C 0.97 1.11 -1.04 -0.41
C 1.23 1.80 -2.30 -0.62
H 2.49 2.51 -0.26 0.21
H 1.75 1.48 1.01 0.21
H 0.72 2.77 0.20 0.20
H 1.38 0.09 -0.97 0.19
H -0.07 0.93 -0.86 0.19
H 1.01 1.16 -3.26 0.20
H 0.61 2.66 -2.43 0.21
H 2.29 1.85 -2.59 0.21
C -0.61 -0.76 1.73 -0.62
C -1.13 -1.61 0.61 -0.40
C -2.07 -2.56 1.04 -0.61
H 0.37 -1.27 1.73 0.22
H -0.57 0.20 1.29 0.21
H -1.18 -0.77 2.62 0.21
H -1.41 -0.84 -0.14 0.19
H -0.31 -2.12 0.04 0.19
H -2.86 -2.33 1.70 0.21
H -2.66 -2.95 0.19 0.21
H -1.55 -3.40 1.62 0.20
```

Values from the calculation:
Total charge   0
Kohn-Sham gap   0.4220 hartree
LUMO level   0.040 Eh
Strongest force on any atom   5.14 eV Å⁻¹


[3]
Molecular formula: C6H16
Method: DFT, ωB97M-V with the def2-TZVPD basis set

Geometry as XYZ:
```
22
Properties=species:S:1:pos:R:3:nbo_charge:R:1
C -1.70 1.12 1.72 -0.61
C -1.11 0.45 0.45 -0.23
C -2.14 -0.48 -0.20 -0.60
C -0.69 1.55 -0.53 -0.61
H -1.25 2.11 1.80 0.21
H -1.47 0.47 2.57 0.21
H -2.78 1.26 1.76 0.20
H -0.24 -0.12 0.77 0.20
H -2.63 0.00 -1.04 0.20
H -1.68 -1.37 -0.64 0.21
H -2.84 -0.80 0.57 0.21
H -0.06 1.21 -1.37 0.21
H -1.56 1.91 -1.08 0.21
H -0.06 2.32 -0.09 0.21
C 2.45 -0.85 0.07 -0.62
C 2.59 -1.49 -1.28 -0.62
H 2.04 0.16 0.14 0.21
H 1.80 -1.42 0.74 0.20
H 3.40 -0.79 0.61 0.21
H 1.72 -1.38 -1.93 0.21
H 3.45 -1.26 -1.91 0.21
H 2.71 -2.57 -1.14 0.20
```

Values from the calculation:
Total charge   0
Kohn-Sham gap   0.4453 hartree
LUMO level   0.039 Eh
Strongest force on any atom   1.55 eV Å⁻¹


[4]
Molecular formula: C6H16
Method: DFT, ωB97M-V with the def2-TZVPD basis set

Geometry as XYZ:
```
22
Properties=species:S:1:pos:R:3:nbo_charge:R:1
C -0.28 -1.54 -1.93 -0.40
C 0.33 -0.50 -2.91 -0.60
C 0.52 -1.64 -0.62 -0.59
H -0.16 -2.52 -2.48 0.30
H -1.41 -1.52 -1.78 0.25
H -0.34 -0.57 -3.78 0.24
H 0.29 0.48 -2.45 0.22
H 1.50 -2.11 -0.70 0.27
H 1.43 -0.67 -3.12 0.24
H -0.13 -2.07 0.20 0.23
H 0.82 -0.66 -0.17 0.24
C -0.64 1.56 1.62 -0.37
C 0.84 1.89 1.53 -0.56
C -0.87 0.23 2.26 -0.63
H -1.10 2.42 2.32 0.36
H -1.12 1.60 0.64 0.24
H 1.14 1.30 0.62 0.29
H 1.44 1.69 2.40 0.25
H -0.41 -0.65 1.70 0.27
H -0.40 0.25 3.24 0.23
H 0.98 2.92 1.09 0.27
H -1.90 0.07 2.56 0.26
```

Values from the calculation:
Total charge   +1
Kohn-Sham gap (alpha / beta)   0.4808 / 0.1344 hartree
LUMO level (alpha / beta)   -0.096 / -0.399 Eh
Spin multiplicity   2
Strongest force on any atom   2.61 eV Å⁻¹


[5]
Molecular formula: C6H16
Method: DFT, ωB97M-V with the def2-TZVPD basis set

Geometry as XYZ:
```
22
Properties=species:S:1:pos:R:3:nbo_charge:R:1
C -1.61 -2.61 -0.83 -0.62
C -2.27 -1.27 -1.05 -0.62
H -2.25 -3.38 -1.22 0.23
H -0.67 -2.69 -1.38 0.21
H -1.52 -2.84 0.24 0.21
H -2.33 -0.94 -2.10 0.21
H -1.76 -0.37 -0.68 0.15
H -3.32 -1.16 -0.80 0.23
C 1.07 0.57 0.48 0.01
C 2.43 1.10 0.80 -0.65
C 0.04 0.62 1.53 -0.67
C 0.61 1.71 -0.82 -0.35
H 1.13 -0.35 -0.10 0.26
H 2.43 2.18 0.91 0.26
H 3.19 0.78 0.10 0.25
H -0.66 1.45 1.26 0.29
H -0.61 -0.25 1.54 0.28
H 0.45 0.81 2.51 0.27
H 1.33 1.37 -1.57 0.25
H -0.43 1.51 -1.05 0.25
H 0.84 2.72 -0.51 0.23
H 2.71 0.73 1.79 0.30
```

Values from the calculation:
Total charge   +1
Kohn-Sham gap (alpha / beta)   0.4367 / 0.1917 hartree
LUMO level (alpha / beta)   -0.105 / -0.350 Eh
Spin multiplicity   2
Strongest force on any atom   2.32 eV Å⁻¹


[6]
Molecular formula: C6H16AsCeOS5
Method: DFT, ωB97M-V with the def2-TZVPD basis set

Geometry as XYZ:
```
30
Properties=species:S:1:pos:R:3:lowdin_charge:R:1
Ce -0.49 2.31 -0.63 -0.06
S 0.44 1.97 1.77 0.19
S 0.19 4.12 1.41 0.17
S -1.57 4.76 0.25 0.16
S -0.96 4.70 -1.73 0.18
C 2.83 -0.46 1.24 -0.27
As 2.53 -0.82 -0.61 0.83
C 4.35 -1.01 -1.20 -0.27
C 1.41 -2.45 -0.80 -0.21
S 1.68 0.88 -1.75 0.18
H 3.62 -1.18 1.51 0.06
H 1.89 -0.78 1.70 0.04
H 3.00 0.59 1.36 0.02
H 4.84 -1.91 -0.73 0.06
H 4.93 -0.16 -0.85 0.05
H 4.40 -1.20 -2.31 0.07
H 1.35 -2.97 0.15 0.04
H 1.75 -3.09 -1.63 0.05
H 0.39 -2.06 -1.08 0.04
C -2.58 -1.16 0.29 -0.05
C -2.90 0.29 0.55 -0.47
C -4.37 0.58 0.31 -0.06
O -2.15 1.11 -0.39 -0.42
H -3.11 -1.75 1.02 0.10
H -1.54 -1.38 0.38 0.05
H -2.84 -1.51 -0.70 0.09
H -2.68 0.59 1.60 0.15
H -4.76 0.31 -0.69 0.10
H -4.63 1.63 0.48 0.08
H -5.00 0.04 1.08 0.11
```

Values from the calculation:
Total charge   +1
Kohn-Sham gap (alpha / beta)   0.2556 / 0.2557 hartree
LUMO level (alpha / beta)   -0.185 / -0.184 Eh
Strongest force on any atom   2.02 eV Å⁻¹


- Which value of strongest force on any atom does entry 1 give?
  3.39 eV Å⁻¹